C10H21HfN5O3 as an isolated structure, computed with wB97M-V/def2-TZVPD.

Structure (XYZ):
```
40
Properties=species:S:1:pos:R:3:forces:R:3
Hf -0.478697 -0.238163 -0.473887 -0.52 -0.16 -0.75
C 1.075743 2.315289 -1.045937 -0.03 0.03 0.06
C 2.190150 1.455879 -0.458262 0.08 0.00 0.06
N 1.811149 0.008195 -0.304214 -0.28 0.14 0.11
C 2.178973 -0.585812 1.018368 0.07 0.09 0.00
C 1.380256 0.049764 2.149704 0.00 0.10 0.09
N -0.085988 0.142653 1.844794 0.11 0.06 -0.32
C -0.682520 1.492150 2.095896 0.07 0.03 0.07
C -0.201456 2.556690 1.109588 0.09 0.11 0.01
N -0.227712 2.119614 -0.322000 0.01 -0.30 0.18
H 0.898568 2.065151 -2.092855 0.03 0.00 0.00
H 1.373266 3.364402 -0.990380 0.05 -0.02 -0.04
H 2.483298 1.823366 0.523120 0.05 0.03 -0.03
H 3.068893 1.535966 -1.096859 -0.01 0.02 -0.01
H 2.300191 -0.517098 -1.028287 -0.05 -0.03 -0.02
H 3.244033 -0.451148 1.218540 0.00 -0.06 -0.01
H 1.979943 -1.657727 0.952245 0.01 0.00 0.04
H 1.740394 1.055483 2.362079 0.03 -0.02 0.03
H 1.530948 -0.532391 3.057911 0.03 0.02 0.00
H -0.567871 -0.515844 2.451485 -0.01 -0.01 -0.01
H -0.442944 1.831393 3.106412 -0.07 -0.01 0.01
H -1.767818 1.377234 2.044633 0.00 0.02 -0.02
H 0.813277 2.866812 1.355179 -0.02 0.02 0.01
H -0.827340 3.439673 1.235276 0.02 0.01 0.03
H -0.919267 2.673317 -0.820758 -0.01 -0.01 -0.01
N -2.801674 -0.487011 -0.263837 0.27 -0.18 -0.03
C -2.895037 -1.930083 0.174211 0.03 -0.14 -0.01
C -1.972844 -2.733576 -0.751143 0.10 -0.14 -0.01
O -2.411339 -3.564447 -1.492969 -0.01 -0.05 0.06
N -0.639422 -2.287964 -0.737085 -0.32 0.70 -0.20
C 0.122933 -2.625030 -1.951050 0.09 -0.18 -0.14
C 0.366098 -1.385347 -2.847264 -0.32 0.28 0.21
O 1.178155 -1.301726 -3.699735 0.01 -0.12 -0.04
O -0.404337 -0.274241 -2.445729 0.56 -0.26 0.60
H -3.173190 -0.439118 -1.216092 -0.04 0.05 0.01
H -3.432269 0.082928 0.295323 0.04 0.02 0.06
H -2.581904 -1.995030 1.217726 -0.02 -0.05 0.00
H -3.907051 -2.314322 0.073048 -0.01 0.05 0.04
H 1.102693 -3.042462 -1.715980 -0.03 -0.04 -0.01
H -0.418300 -3.377400 -2.531216 0.02 0.00 -0.01
```
Positions in Å, forces in eV/Å.

Results
* DFT total energy: -940.745496 Eh
* Kohn-Sham gap: 9.16 eV
* energy relative to the best compared isomer or geometry (same formula, charge and spin): 4.0 kJ/mol
* net charge: +2
* highest occupied orbital energy: -16.4 eV


C24H36F2IrN3OS2 as an isolated structure, computed with wB97M-V/def2-TZVPD.

Structure (XYZ):
```
69
Properties=species:S:1:pos:R:3:forces:R:3
Ir -0.978747 0.236322 -0.163532 0.52 0.76 -0.33
F 4.099632 -0.207621 -1.718562 0.00 0.00 0.00
C 3.238584 -0.045407 -0.718720 -0.04 0.00 0.05
C 1.882406 -0.019583 -1.014746 0.05 -0.03 0.00
C 0.997343 0.135730 0.031666 -0.29 -0.32 0.07
C 1.434164 0.278510 1.356382 0.07 0.01 0.00
C 2.810961 0.259908 1.578889 -0.02 0.02 0.03
F 3.275747 0.408636 2.822769 0.00 -0.01 -0.01
C 3.729534 0.096568 0.565556 0.05 0.00 -0.02
C 0.391387 0.412758 2.369256 -0.02 -0.02 -0.05
C 0.555326 0.548561 3.742434 -0.04 0.01 0.08
C -0.558927 0.653204 4.555395 0.03 0.00 0.02
C -1.831057 0.622412 3.999874 -0.01 0.00 -0.03
C -1.942238 0.488325 2.635096 0.02 0.03 0.03
N -0.860557 0.390701 1.846048 -0.04 0.05 -0.07
H 1.571458 -0.126624 -2.044339 0.01 -0.01 -0.02
H 4.789681 0.077407 0.774447 0.00 0.00 -0.01
H 1.543935 0.568638 4.170699 0.01 -0.01 -0.04
H -0.433592 0.754696 5.625067 0.00 0.00 0.00
H -2.719900 0.691926 4.609286 -0.01 0.00 -0.01
H -2.903248 0.450045 2.139475 -0.01 -0.01 0.00
C 2.322978 3.706053 -0.059839 -0.01 0.01 0.00
C 0.961623 4.382421 -0.085670 0.05 0.02 0.03
S -0.294597 3.305455 0.596843 0.04 -0.04 0.00
O -0.471910 2.253800 -0.533306 -0.21 0.07 0.00
C -1.746659 4.356042 0.459515 0.03 0.03 -0.01
C -1.796255 5.385890 1.580885 0.02 -0.01 -0.01
H 3.049810 4.345789 -0.557765 0.00 0.00 0.01
H 2.293495 2.752862 -0.587143 0.01 -0.01 0.00
H 2.663784 3.539940 0.962084 -0.01 -0.01 0.00
H 0.631432 4.628332 -1.096540 -0.01 0.00 0.00
H 0.942802 5.286497 0.526751 0.00 -0.01 -0.02
H -2.584104 3.658508 0.514820 -0.02 0.01 0.00
H -1.733176 4.808724 -0.532853 -0.01 -0.03 -0.02
H -1.827201 4.909120 2.559960 0.00 0.00 0.01
H -2.696268 5.987974 1.469269 0.00 -0.01 0.01
H -0.945104 6.065374 1.551125 -0.02 0.00 0.00
C 1.053740 -3.412485 -2.475790 0.03 0.01 0.02
C 0.485790 -4.514791 -3.368250 -0.04 0.01 0.00
C -0.535461 -5.441745 -2.706726 0.01 0.02 -0.04
C -1.907438 -4.826088 -2.465015 0.00 0.01 0.02
N -1.885977 -3.846764 -1.366678 0.00 -0.12 -0.01
C -2.148412 -2.562371 -1.401144 -0.14 0.19 0.18
S -2.054427 -1.714136 0.151519 -0.02 -0.72 -0.04
N -2.530625 -1.948410 -2.515827 0.18 0.03 -0.06
C -2.743894 -0.509894 -2.632011 0.01 -0.04 0.00
C -1.426732 0.256010 -2.697405 -0.07 0.06 0.14
C -0.607293 0.021071 -3.973385 0.03 -0.02 -0.03
C -1.336005 0.493466 -5.227971 0.01 0.01 0.01
H 1.931133 -2.961536 -2.940644 -0.01 0.02 0.00
H 1.365978 -3.808503 -1.506695 0.01 0.00 -0.01
H 0.339429 -2.606776 -2.285978 -0.01 0.00 0.01
H 1.310688 -5.131234 -3.726800 0.01 -0.01 0.03
H 0.038679 -4.075377 -4.267208 0.02 -0.01 -0.01
H -0.141658 -5.830987 -1.762355 0.01 0.00 -0.01
H -0.695417 -6.311088 -3.346839 -0.01 0.00 0.00
H -2.638187 -5.590084 -2.198829 0.00 0.00 -0.01
H -2.263978 -4.350627 -3.378393 -0.04 0.00 0.02
H -1.582475 -4.200381 -0.469398 -0.01 0.02 0.01
H -2.557114 -2.485848 -3.369311 -0.02 -0.01 0.03
H -3.354925 -0.184391 -1.791957 -0.05 0.03 0.00
H -3.325160 -0.334025 -3.535327 0.02 -0.03 -0.01
H -0.682186 -0.177115 -1.927384 -0.07 0.03 0.08
H -1.591403 1.324453 -2.559824 -0.01 0.00 0.00
H -0.346370 -1.038487 -4.056565 -0.01 0.01 0.00
H 0.335901 0.562354 -3.879969 -0.01 0.01 0.01
H -2.209946 -0.116306 -5.459826 0.00 0.00 0.00
H -0.669447 0.437961 -6.086688 -0.01 0.00 -0.01
H -1.663851 1.529342 -5.128098 0.01 0.00 -0.01
```
Positions in Å, forces in eV/Å.

Results
* DFT total energy: -2275.580531 Eh
* Kohn-Sham gap: 8.11 eV
* energy relative to the best compared isomer or geometry (same formula, charge and spin): 0.0 kJ/mol
* net charge: +2
* highest occupied orbital energy: -14.1 eV


An isolated ion of composition C4H5O2S and charge -1, computed with wB97M-V/def2-TZVPD.

Structure (XYZ):
```
12
Properties=species:S:1:pos:R:3:forces:R:3
C -1.245441 0.411266 0.482294 -3.23 -1.05 -1.92
C 1.892786 -0.232362 0.160143 -2.61 0.00 -2.11
C -0.586187 -0.480905 -0.284016 -2.42 -0.35 -0.89
C 0.760223 -0.935247 -0.215472 2.63 0.38 0.57
O -0.237883 -3.209165 -1.502962 -0.52 0.41 -0.07
O 1.228966 -3.477304 0.452151 0.07 -0.47 0.67
S 1.027267 -2.819326 -0.846791 0.81 0.91 0.01
H -2.408224 0.548861 0.395091 2.20 -0.49 -0.30
H -0.921611 1.065761 1.212660 1.50 0.84 1.50
H 2.829703 -0.696694 -0.057262 0.68 -0.39 0.39
H 1.904330 0.886937 0.143291 -0.17 -0.96 0.56
H -1.205198 -1.097607 -1.068398 1.05 1.16 1.60
```
Positions in Å, forces in eV/Å.

Results
* DFT total energy: -704.043889 Eh
* Kohn-Sham gap: 7.25 eV
* energy relative to the best compared isomer or geometry (same formula, charge and spin): 244.4 kJ/mol
* net charge: -1
* highest occupied orbital energy: -3.3 eV